Molecular formula: C37H36O17V
Method: DFT, ωB97M-V/def2-TZVPD

## Properties
charge	-1
frontier orbital gap	0.2791	Ha
energy relative to the best compared isomer or geometry (same formula, charge and spin)	0.0	kJ/mol
HOMO energy	-5.41	eV

Structure (XYZ):
```
91
C37H36O17V (ωB97M-V/def2-TZVPD)
O 0.00900 -1.79749 1.53030
V 0.53647 -1.65971 0.04803
O 0.09899 -0.20528 -0.45989
C 1.42849 -3.65432 -1.58315
O 1.27218 -2.40702 -1.95444
O 1.85546 -4.53721 -2.35253
O 1.16136 -3.79295 -0.32731
C -3.13784 0.23913 2.83335
C -3.09003 0.47687 1.46230
C -2.22842 1.45704 0.99365
C -1.34400 2.08983 1.84643
C -1.40194 1.84208 3.21237
C -2.27481 0.89612 3.71565
O -2.37473 0.61548 5.04752
O -2.23867 1.84117 -0.32494
H -3.83298 -0.45490 3.29146
H -3.68055 -0.06335 0.73492
H -0.71845 2.87132 1.42979
H -0.71754 2.28137 3.93140
H -2.53244 -0.34798 5.16327
H -1.32680 1.96145 -0.62498
C 2.02429 0.85178 1.85766
C 2.24335 2.15057 2.29185
C 3.41659 2.80257 1.93176
C 4.35304 2.18567 1.12295
C 4.12651 0.87324 0.67509
C 2.92446 0.26298 0.97908
O 2.65152 -0.95404 0.38068
O 3.70596 4.02620 2.46642
H 1.15568 0.30691 2.20308
H 1.52300 2.60530 2.95460
H 5.26531 2.73421 0.93032
H 4.94268 0.34360 0.20044
H 3.40223 -1.24548 -0.14911
H 2.98771 4.58724 2.75722
C 4.38600 0.89185 -2.93608
C 5.43715 1.18009 -3.82691
C 5.46912 0.59744 -5.07901
C 4.46710 -0.27289 -5.48189
C 3.42285 -0.56094 -4.60187
C 3.30880 0.14929 -3.41893
O 2.19923 -0.06669 -2.64265
O 6.61408 0.79971 -5.83640
H 4.38866 1.34968 -1.95765
H 6.24309 1.79627 -3.45341
H 4.62419 -0.84870 -6.38645
H 2.64849 -1.26535 -4.87455
H 1.91675 -1.01642 -2.59817
H 6.34233 0.78161 -6.76157
C -1.14652 -3.72037 2.94144
C -1.54515 -2.74405 3.84313
C -2.54613 -3.01171 4.74786
C -3.23706 -4.21398 4.71095
C -2.89834 -5.17262 3.75658
C -1.84681 -4.90224 2.85660
O -1.38561 -5.93298 2.07580
O -2.92641 -1.98414 5.60484
H -0.32395 -3.49008 2.27167
H -1.13514 -1.74435 3.76680
H -4.08323 -4.35211 5.37340
H -3.46505 -6.08494 3.64004
H -0.63996 -5.59387 1.56496
H -3.35840 -2.30230 6.40108
C -0.55524 3.93128 -2.16661
C -0.47210 5.02943 -1.30791
C 0.71759 5.26589 -0.63223
C 1.75088 4.34932 -0.68161
C 1.63230 3.22223 -1.48568
C 0.47316 3.02314 -2.22808
O 0.26160 1.83678 -2.87546
O 0.86809 6.38930 0.15549
H -1.52373 3.69975 -2.59165
H -1.30938 5.71514 -1.28445
H 2.66629 4.62044 -0.16929
H 2.40075 2.45969 -1.47516
H 1.08019 1.29251 -2.77062
H 0.05642 6.87845 0.29362
C -5.24305 -2.56595 -1.58725
C -3.97977 -2.96419 -1.14382
C -2.91544 -2.09133 -1.17127
C -3.09134 -0.82634 -1.70630
C -4.33089 -0.42503 -2.17294
C -5.44424 -1.26060 -2.05641
O -6.65702 -0.82122 -2.46067
O -1.74074 -2.42646 -0.52930
H -6.05790 -3.27807 -1.65172
H -3.93444 -3.96280 -0.72128
H -2.23872 -0.17587 -1.85496
H -4.51843 0.55396 -2.59492
H -7.28344 -1.53061 -2.62004
H -1.72655 -3.38646 -0.42428
```

These are the Mulliken partial charges, in e, on atoms 1 to 4: O -0.52; V 1.22; O 0.84; C 0.61



Molecular formula: C14H15BN8NiS
Method: DFT, ωB97M-V/def2-TZVPD

## Properties
2S+1	3
charge	0
<S²>	2.01
frontier orbital gap (spin up / spin down)	0.3078 / 0.2973	Ha
energy relative to the best compared isomer or geometry (same formula, charge and spin)	84.9	kJ/mol
HOMO energy (spin up / spin down)	-7.98 / -7.97	eV

Structure (XYZ):
```
40
C14H15BN8NiS (ωB97M-V/def2-TZVPD)
Ni 8.44861 12.31405 6.33324
C 4.96838 13.88789 4.43172
C 5.78490 12.84205 4.85582
N 7.02519 13.25550 5.07181
N 7.08612 14.60038 4.72597
C 5.82631 14.96939 4.36142
B 8.25798 15.51117 5.40152
N 9.55898 14.72466 4.98593
C 10.79840 15.16367 4.62799
C 11.74177 14.21714 5.03674
C 11.01025 13.16204 5.63376
N 9.74666 13.39903 5.46733
N 8.04813 15.42270 6.93174
C 8.32989 16.36832 7.84068
C 8.50484 15.78107 9.09358
C 8.37857 14.34705 8.84916
N 8.09878 14.14089 7.55474
H 3.91747 13.85640 4.23296
H 5.51601 11.76453 4.82640
H 5.72050 16.02815 4.21599
H 8.38521 16.68696 4.93856
H 10.88718 16.13333 4.10460
H 12.76744 14.25291 4.76274
H 11.37211 12.24542 6.12480
H 8.19957 17.36244 7.57746
H 8.81744 16.36780 9.94001
H 8.45102 13.60826 9.62708
C 8.42157 6.44767 5.18929
C 8.68112 7.94275 5.38822
C 9.71248 8.61622 4.72465
C 9.67465 9.99262 4.78396
N 8.76217 10.58166 5.55560
C 7.86653 9.86356 6.29642
S 7.08090 10.85505 7.46872
N 7.79817 8.54720 6.26095
H 9.41436 6.01457 5.19297
H 8.05644 6.13437 4.18108
H 7.81627 6.01159 5.95734
H 10.48704 8.02853 4.22069
H 10.33632 10.68705 4.26632
```

These are the Mulliken partial charges, in e, on atoms 1 to 4: Ni -0.61; C -1.08; C 0.00; N 0.15



Molecular formula: H4O2
Method: DFT, ωB97M-V/def2-TZVPD

## Properties
charge	0
frontier orbital gap	0.4518	Ha
energy relative to the best compared isomer or geometry (same formula, charge and spin)	22.7	kJ/mol
HOMO energy	-11.56	eV

Structure (XYZ):
```
6
H4O2 (ωB97M-V/def2-TZVPD)
O -0.75819 -1.50726 -0.16659
H -0.53695 -2.22198 -0.78341
H -0.83000 -0.70833 -0.70837
O 0.96698 1.54935 0.25829
H 0.12207 1.08890 0.20158
H 1.03609 1.79932 1.19850
```

These are the Mulliken partial charges, in e, on atoms 1 to 4: O -0.63; H 0.32; H 0.32; O -0.62



Molecular formula: H54O27
Method: DFT, ωB97M-V/def2-TZVPD

## Properties
charge	0
frontier orbital gap	0.3665	Ha
energy relative to the best compared isomer or geometry (same formula, charge and spin)	309.0	kJ/mol
HOMO energy	-10.50	eV

Structure (XYZ):
```
81
H54O27 (ωB97M-V/def2-TZVPD)
O -1.10768 -1.28975 -1.69220
H -1.24995 -1.57237 -2.59559
H -1.80503 -1.71667 -1.19454
O -1.33651 -5.17552 -1.47389
H -0.42032 -5.14771 -1.19814
H -1.35269 -5.81155 -2.18904
O 1.29716 2.34728 2.31117
H 0.87114 2.18798 1.46893
H 0.58027 2.57342 2.90375
O -1.48619 4.25148 -1.66734
H -2.35252 3.84488 -1.64823
H -0.89741 3.57797 -1.32684
O 1.77256 -0.39014 -5.65112
H 1.16339 -0.37096 -4.91303
H 2.05465 -1.30320 -5.70581
O 0.13649 1.96587 -4.16497
H 0.31562 2.07225 -5.09922
H -0.66264 1.43999 -4.13218
O 3.42240 3.14917 0.54977
H 2.74868 3.12665 1.22935
H 3.04070 2.66539 -0.18269
O 1.67363 2.04257 -1.63548
H 1.45961 1.66181 -2.48721
H 1.21489 1.48938 -1.00321
O 4.41585 -0.46526 -0.61481
H 4.71060 0.36218 -0.23443
H 3.80947 -0.82459 0.03280
O -2.32650 -0.14516 2.41843
H -1.83638 0.65195 2.21688
H -1.68668 -0.72086 2.83726
O 3.57393 0.25523 2.92460
H 2.91298 0.89166 2.65199
H 3.79566 0.50835 3.82069
O -0.59525 -3.66783 0.74480
H -0.71324 -3.96101 -0.15872
H 0.34617 -3.74325 0.90059
O -3.73881 1.98739 -0.35948
H -3.93397 2.22567 -1.26577
H -4.59642 1.91265 0.05902
O -3.57229 -1.30156 0.27137
H -3.05565 -1.05818 1.03955
H -3.81906 -0.46656 -0.12624
O 0.52917 -1.47236 2.97753
H 0.30601 -1.56713 2.05155
H 1.44449 -1.19230 2.97635
O -1.70242 0.20178 -4.85535
H -1.49334 -0.60293 -5.32965
H -2.61020 0.08599 -4.57471
O -2.42334 2.56358 4.68068
H -1.50356 2.38511 4.87661
H -2.89554 2.27422 5.46141
O 2.99324 -2.79783 -4.26108
H 2.40396 -2.82505 -3.50726
H 3.87042 -2.76896 -3.87906
O -0.60242 -2.84340 -4.31521
H -0.56629 -3.50466 -5.00632
H 0.08376 -3.10166 -3.69984
O 1.70012 -1.61285 -1.95275
H 0.85530 -1.66408 -1.50567
H 2.10581 -0.81704 -1.60874
O -0.22377 1.70746 5.52366
H 0.36852 2.42875 5.31112
H 0.27947 0.91753 5.32616
O 2.09483 -4.24691 0.63901
H 2.26638 -5.08224 1.07377
H 2.73776 -3.64485 1.01371
O -4.72157 1.04163 3.13405
H -4.46611 1.87294 3.53394
H -3.97510 0.79955 2.58597
O -1.96924 4.39355 2.21197
H -2.52512 4.55090 2.97516
H -1.19661 4.93849 2.36137
O 0.17958 0.25975 0.20517
H -0.54121 0.77453 0.56808
H -0.22901 -0.28351 -0.46873
O -1.53728 2.11422 1.17032
H -2.38787 1.94932 0.76345
H -1.60665 3.00262 1.51985
O 3.93993 -2.26255 1.78864
H 3.76199 -1.37623 2.10328
H 4.48524 -2.65441 2.47078
```

These are the Mulliken partial charges, in e, on atoms 1 to 4: O -0.39; H 0.10; H 0.24; O -0.64



Molecular formula: C5H6N2
Method: DFT, ωB97M-V/def2-TZVPD

## Properties
charge	0
frontier orbital gap	0.3551	Ha
energy relative to the best compared isomer or geometry (same formula, charge and spin)	382.1	kJ/mol
HOMO energy	-8.61	eV

Structure (XYZ):
```
13
C5H6N2 (ωB97M-V/def2-TZVPD)
C -0.54680 -1.53187 -0.20795
C -1.47768 -0.99012 -0.95781
C -0.20014 1.77023 -0.13235
C 0.65313 0.69233 0.56473
C 0.42139 -0.46774 -0.44799
N -0.92724 1.42551 -1.10244
N -0.68430 0.11206 -1.40479
H -0.28067 -2.53878 0.15894
H -2.43979 -0.98860 -1.33934
H -0.02977 2.88701 0.02438
H 1.82198 1.12645 0.52321
H 0.29727 0.44237 1.61182
H 1.29766 -0.89281 -1.04952
```

These are the Mulliken partial charges, in e, on atoms 1 to 4: C -0.45; C -0.48; C -0.06; C -0.40



Molecular formula: C31H50O3OsP2S
Method: DFT, ωB97M-V/def2-TZVPD

## Properties
2S+1	5
charge	+2
<S²>	6.10
frontier orbital gap (spin up / spin down)	0.1921 / 0.1650	Ha
energy relative to the best compared isomer or geometry (same formula, charge and spin)	595.0	kJ/mol
HOMO energy (spin up / spin down)	-12.90 / -12.91	eV

Structure (XYZ):
```
88
C31H50O3OsP2S (ωB97M-V/def2-TZVPD)
Os 1.31036 -2.25352 0.98900
C -1.95476 -1.16773 0.14237
C -1.40546 -2.24850 -0.51461
C -0.62787 -2.22683 1.75926
C -1.47688 -1.08621 1.44266
C -0.54214 -3.00985 0.42061
C -3.06093 -0.31397 -0.34218
H -3.59971 -0.76832 -1.17925
H -2.69055 0.68891 -0.60051
H -3.79300 -0.18884 0.47064
C -2.09966 -0.13218 2.37187
H -3.16823 -0.04707 2.11789
H -1.72773 0.90316 2.26390
H -2.07414 -0.48373 3.40316
C -0.84711 -2.87435 3.09515
H -1.62656 -3.64477 2.98758
H -1.14691 -2.18076 3.90678
H 0.10094 -3.36591 3.35970
C -0.66154 -4.51243 0.42252
H -1.47541 -4.89403 1.06300
H 0.31459 -4.81565 0.81783
H -0.83226 -4.95078 -0.57722
C -1.88708 -2.56199 -1.85959
H -2.96936 -2.61967 -1.93260
H -1.48455 -3.42626 -2.35665
H -1.63221 -1.71487 -2.48836
C 0.06060 1.96225 -0.75740
C -0.20623 1.56508 -2.02004
C 0.74249 1.25789 -3.16601
C 0.57843 -0.23211 -3.51483
C 0.83667 -1.17508 -2.43464
C 1.20449 -1.00582 -1.13059
C 1.80477 0.16034 -0.41754
C 0.98276 1.30801 0.21274
H 1.79765 1.56390 -3.03859
H 1.19303 -0.56789 -4.37156
H 0.39772 1.80458 -4.05287
H 1.74232 2.04847 0.52508
H -0.28389 2.96419 -0.47281
H -1.05217 2.18910 -2.44817
H 0.47976 0.96447 1.13658
H 2.39313 -0.22955 0.46078
H 1.60654 -2.13796 -0.79220
H 2.52123 0.60996 -1.12296
H -0.48088 -0.41275 -3.80872
H 0.82220 -2.23264 -2.71601
P 4.42949 -0.71214 -0.76202
P 3.13032 -3.27463 1.16051
C 5.53713 -2.09809 -0.31996
C 5.06436 -2.75839 0.97730
H 6.55266 -1.67822 -0.18743
H 5.58880 -2.80502 -1.16770
H 5.64285 -3.69192 1.13162
H 5.25357 -2.12195 1.85659
C 3.62571 -4.21059 2.68308
H 2.86518 -4.91275 3.00525
H 3.77881 -3.50342 3.49423
H 4.56231 -4.76384 2.55769
C 3.39850 -4.62383 -0.10807
H 4.41407 -5.05014 -0.02556
H 3.29029 -4.18765 -1.11135
H 2.65631 -5.42315 0.02992
C 5.35322 0.66969 0.04288
H 4.75227 1.57866 -0.02735
H 6.29597 0.83242 -0.49449
H 5.56298 0.49091 1.09950
C 5.10505 -0.30086 -2.42289
H 5.42784 -1.19054 -2.96432
H 5.95402 0.38818 -2.33861
H 4.32785 0.19536 -3.00838
C -7.35500 6.93448 1.10266
C -6.10942 6.12511 0.95397
C -4.88348 6.78664 0.82077
C -3.71654 6.06512 0.58966
C -3.80440 4.67801 0.47965
C -4.99956 3.98966 0.70720
C -6.15427 4.72049 0.94471
S -2.40282 3.72154 -0.04320
O -2.95935 2.89401 -1.11371
O -1.44173 4.72526 -0.49051
O -2.05150 2.98683 1.17410
H -7.29607 7.59906 1.96873
H -7.51092 7.56785 0.22397
H -8.22824 6.29320 1.21752
H -4.85104 7.87894 0.87135
H -2.75686 6.55549 0.46890
H -5.02162 2.90778 0.66686
H -7.10919 4.21413 1.10376
```

These are the Mulliken partial charges, in e, on atoms 1 to 4: Os 0.88; C 1.27; C -0.04; C 0.91